DFT (ωB97M-V with the def2-TZVPD basis set) results for one molecule with the formula C3H7N3 in a non-equilibrium geometry.

Summary:
strongest force on any atom	5.92	eV/A
SMILES string	[H]/N=C(C)/N=N/C
HOMO level	-8.827	eV
ΔE to the lowest compared entry with this formula, charge and spin	4.0092	eV
energy	-7690.67009	eV

The geometry in XYZ format:
```
13
Properties=species:S:1:pos:R:3:forces:R:3:lowdin_charge:R:1
H -2.7708 1.3529 -0.9242 -0.3 -1.1 -0.6 0.0603
N -1.8602 1.0281 -1.2376 0.3 2.5 0.7 0.1325
C -1.1260 0.4383 -0.4265 -1.2 -5.8 0.7 -0.4479
C -1.4097 -1.1163 0.3653 -1.7 1.9 -0.6 -0.0031
N 0.1131 0.4507 -0.0113 4.8 2.3 -0.8 0.0071
N 1.1912 0.2854 -0.6392 -2.2 -0.1 0.5 0.0049
C 2.3655 0.4265 0.1884 0.5 0.1 0.3 -0.1214
H -2.0169 -1.6614 -0.3556 -0.2 0.1 0.1 0.0484
H -0.5807 -1.7532 0.6676 0.4 0.6 -0.1 0.0476
H -1.9848 -0.8085 1.2387 -0.1 -0.5 0.1 0.0442
H 2.2224 1.0466 1.0821 -0.2 -0.2 -0.1 0.0769
H 3.1396 0.8796 -0.4340 0.0 -0.1 0.0 0.0718
H 2.7172 -0.5688 0.4862 0.0 0.1 -0.1 0.0787
```
Positions in Å, forces in eV/Å.

DFT (ωB97M-V with the def2-TZVPD basis set) results for one molecule with the formula C3H7N3 in a non-equilibrium geometry.

Summary:
strongest force on any atom	3.55	eV/A
SMILES string	C=NN/C=N/C
HOMO level	-8.604	eV
ΔE to the lowest compared entry with this formula, charge and spin	2.0978	eV
energy	-7692.58152	eV

The geometry in XYZ format:
```
13
Properties=species:S:1:pos:R:3:forces:R:3:lowdin_charge:R:1
C -3.1113 -0.0804 0.1408 3.3 -0.9 -1.0 -0.0413
N -1.9570 0.4635 -0.2260 -1.8 -1.9 1.3 -0.0303
N -0.8482 -0.3799 -0.2515 -1.3 0.9 -0.5 -0.0559
C 0.4236 0.1376 -0.2750 0.9 0.5 1.1 -0.2603
N 1.4509 -0.6238 -0.1428 -0.3 1.8 0.1 -0.0365
C 2.7031 0.1432 0.0887 -0.8 1.4 -0.8 -0.1624
H -3.2550 -1.1888 0.3380 0.5 1.2 -0.1 0.0784
H -4.0023 0.4910 0.1937 -0.3 0.9 -0.1 0.0347
H -0.9711 -1.3760 -0.1516 0.0 -0.1 0.1 0.1303
H 0.4871 1.2804 -0.2203 -0.4 -1.5 -0.3 0.1395
H 3.1371 -0.0968 1.0406 0.3 -0.7 0.3 0.0473
H 2.5567 1.3002 0.2153 0.0 -1.8 -0.7 0.0901
H 3.3862 -0.0703 -0.7498 0.0 0.2 0.6 0.0665
```
Positions in Å, forces in eV/Å.

DFT (ωB97M-V with the def2-TZVPD basis set) results for one molecule with the formula C3H7N3 in a non-equilibrium geometry.

Summary:
strongest force on any atom	4.39	eV/A
SMILES string	NN1C=NCC1
HOMO level	-8.257	eV
ΔE to the lowest compared entry with this formula, charge and spin	2.1418	eV
energy	-7692.53748	eV

The geometry in XYZ format:
```
13
Properties=species:S:1:pos:R:3:forces:R:3:lowdin_charge:R:1
N -1.9306 -0.3451 -0.0078 -4.2 1.2 0.6 0.0215
N -0.6210 -0.3444 0.0217 2.5 3.3 0.5 -0.2647
C 0.1581 -1.4240 -0.0262 0.3 -0.3 -0.5 -0.2304
N 1.4009 -1.2074 -0.1597 1.0 -0.2 0.4 0.0324
C 1.5580 0.2440 0.0677 -1.9 -0.5 3.2 -0.2202
C 0.2010 0.8895 -0.1835 0.2 0.8 1.0 -0.1366
H -2.3489 0.2369 0.8109 0.8 -1.2 -2.1 0.1350
H -2.2107 0.0351 -0.9290 -0.5 -0.1 0.9 0.1014
H -0.3947 -2.3426 0.0497 0.3 -0.6 -0.2 0.1254
H 2.4043 0.6865 -0.3241 1.6 0.7 -1.3 0.0720
H 1.5972 0.4493 1.1997 0.7 -0.9 -1.2 0.1282
H 0.0133 1.6927 0.6282 -0.1 -1.3 -1.3 0.1299
H 0.1731 1.4296 -1.1476 -0.8 -0.7 -0.1 0.1060
```
Positions in Å, forces in eV/Å.

DFT (ωB97M-V with the def2-TZVPD basis set) results for a 2-piece molecular cluster, C3H7N3 overall in a non-equilibrium geometry.

Summary:
strongest force on any atom	3.33	eV/A
HOMO level (spin up / spin down)	-9.600 / -7.792	eV
ΔE to the lowest compared entry with this formula, charge and spin	4.7517	eV
energy	-7689.92759	eV

The geometry in XYZ format:
```
13
Properties=species:S:1:pos:R:3:forces:R:3:lowdin_charge:R:1
C 1.6968 -0.2341 0.2505 -0.3 -0.9 0.0 -0.2480
C -0.7165 -0.2488 -0.6679 0.2 -3.3 -0.1 -0.2567
C 0.4862 0.3816 -0.0538 -1.2 1.7 -0.2 -0.4015
N 2.5956 -0.9171 0.4864 0.5 0.0 0.1 0.1589
N -1.2027 -1.4128 0.0858 -1.4 2.9 0.8 -0.0042
N 0.4511 1.6759 -0.5019 1.1 0.3 0.7 0.1044
H -0.2662 -0.6513 -1.6483 -1.5 0.8 0.8 0.1571
H -1.5910 0.4737 -0.7357 1.3 -0.7 -0.4 0.1308
H 0.0467 0.0727 2.4404 0.0 0.1 -0.5 0.1065
H -0.7871 -2.2635 -0.1233 1.1 -1.5 0.0 0.0347
H -1.2353 -1.1305 1.0846 0.2 -1.0 -1.0 0.0365
H 1.0210 2.3086 0.0213 0.2 0.7 -0.1 0.1042
H -0.4987 1.9457 -0.6382 -0.2 0.8 0.0 0.0773
```
Positions in Å, forces in eV/Å.

DFT (ωB97M-V with the def2-TZVPD basis set) results for one molecule with the formula C3H7N3 in a non-equilibrium geometry.

Summary:
strongest force on any atom	3.47	eV/A
SMILES string	C=N/N=C\CN
HOMO level	-9.490	eV
ΔE to the lowest compared entry with this formula, charge and spin	2.4916	eV
energy	-7692.18775	eV

The geometry in XYZ format:
```
13
Properties=species:S:1:pos:R:3:forces:R:3:lowdin_charge:R:1
C 1.9099 -1.6054 0.5318 2.2 -0.9 1.8 -0.0864
N 0.8816 -1.5574 -0.1296 -3.2 -0.3 -1.4 -0.0539
N -0.2465 -1.3360 0.7167 1.4 -0.5 -0.5 0.0166
C -0.7594 -0.1983 0.6032 -1.5 -1.1 0.2 -0.2257
C -0.4190 0.8634 -0.3125 1.2 2.5 -1.2 -0.2833
N -1.6089 1.6385 -0.8352 0.1 -1.3 -2.1 -0.0374
H 2.8153 -2.0354 0.1361 0.4 0.5 -0.4 0.0667
H 1.8303 -1.4253 1.5915 0.4 0.1 0.6 0.0725
H -1.5540 -0.0698 1.3092 -0.7 0.6 0.1 0.1081
H 0.1464 1.5099 0.3913 -0.2 0.4 -0.6 0.1241
H 0.3528 0.5660 -1.0820 -1.0 0.1 0.7 0.1149
H -2.0097 1.0713 -1.6933 1.0 1.6 2.3 0.1114
H -1.3388 2.5783 -1.2271 -0.1 -1.5 0.6 0.0723
```
Positions in Å, forces in eV/Å.

DFT (ωB97M-V with the def2-TZVPD basis set) results for one molecule with the formula C3H7N3O.

Summary:
strongest force on any atom	0.38	eV/A
SMILES string	[H]/N=C/NC(=O)NC
HOMO level	-9.842	eV
ΔE to the lowest compared entry with this formula, charge and spin	0.3395	eV
energy	-9742.69377	eV

The geometry in XYZ format:
```
14
Properties=species:S:1:pos:R:3:forces:R:3:lowdin_charge:R:1
H 3.1947 -1.6438 0.3599 0.0 -0.1 0.1 0.0386
N 2.3700 -1.7331 0.9501 -0.2 0.0 -0.2 0.0812
C 1.3925 -1.1618 0.3805 0.1 0.0 0.2 -0.3108
N 0.1177 -1.1534 0.9255 0.1 -0.2 0.0 0.0997
C -0.9062 -0.3625 0.3992 0.0 0.1 0.0 -0.5595
O -2.0742 -0.6948 0.3877 0.4 0.1 -0.1 0.0751
N -0.4106 0.8095 -0.1125 0.0 -0.1 0.2 -0.0119
C -1.2038 1.6590 -0.9651 -0.2 0.2 -0.1 -0.0775
H 1.4351 -0.6240 -0.5690 0.1 -0.1 0.1 0.1231
H -0.1365 -1.9134 1.5402 0.0 0.1 0.0 0.1507
H 0.4168 1.1910 0.3206 -0.2 -0.1 -0.1 0.1325
H -1.6485 1.0544 -1.7564 0.0 0.1 0.0 0.0899
H -0.5349 2.3932 -1.4153 -0.1 0.0 0.0 0.0834
H -2.0120 2.1797 -0.4454 0.1 -0.1 0.1 0.0854
```
Positions in Å, forces in eV/Å.

DFT (ωB97M-V with the def2-TZVPD basis set) results for one molecule with the formula C3H7N3O.

Summary:
strongest force on any atom	0.40	eV/A
SMILES string	[H]/N=C/N/C(O)=N\C
HOMO level	-9.185	eV
ΔE to the lowest compared entry with this formula, charge and spin	0.8237	eV
energy	-9742.20965	eV

The geometry in XYZ format:
```
14
Properties=species:S:1:pos:R:3:forces:R:3:lowdin_charge:R:1
H 3.4927 0.9652 -1.1531 0.0 -0.1 0.1 0.0398
N 2.8650 0.3576 -0.6314 -0.3 0.2 -0.1 0.0798
C 1.6689 0.7628 -0.7583 0.1 0.0 0.0 -0.2753
N 0.6371 0.0828 -0.1280 0.0 -0.1 0.1 0.1120
C -0.7032 0.4062 -0.1940 -0.1 -0.2 0.1 -0.5032
O -0.9205 1.5016 -0.9544 -0.2 0.0 0.0 0.0664
N -1.6858 -0.1810 0.3493 0.3 0.2 -0.2 0.0219
C -1.4598 -1.3582 1.1578 0.0 -0.2 0.1 -0.1499
H 1.3281 1.6267 -1.3311 0.1 -0.1 0.1 0.1252
H 0.9122 -0.7261 0.4118 -0.1 0.1 0.0 0.1348
H -1.8835 1.6175 -0.9206 0.1 0.1 -0.1 0.1224
H -0.8812 -1.1396 2.0685 -0.1 0.0 -0.1 0.0797
H -0.9421 -2.1601 0.6082 -0.1 0.1 0.1 0.0778
H -2.4278 -1.7555 1.4753 0.2 0.1 0.0 0.0687
```
Positions in Å, forces in eV/Å.

DFT (ωB97M-V with the def2-TZVPD basis set) results for one molecule with the formula C3H7N3O in a non-equilibrium geometry.

Summary:
strongest force on any atom	4.98	eV/A
SMILES string	N/C=N\[C@H](N)C=O
HOMO level	-8.365	eV
ΔE to the lowest compared entry with this formula, charge and spin	2.5415	eV
energy	-9740.49178	eV

The geometry in XYZ format:
```
14
Properties=species:S:1:pos:R:3:forces:R:3:lowdin_charge:R:1
N 2.1204 -0.1536 -0.0717 -0.2 0.8 0.0 0.1073
C 1.0917 -0.1411 -0.9903 -0.4 -3.0 0.0 -0.2808
N -0.1297 -0.5449 -0.7934 1.3 0.9 -2.2 0.0352
C -0.8173 -0.4054 0.4190 1.3 3.1 0.6 -0.4124
N -2.2030 -0.7106 0.3598 -0.2 0.2 0.4 0.0456
C -0.4012 1.2563 0.4046 -2.6 -3.1 2.9 -0.1868
O 0.4261 1.6671 1.1734 0.2 0.5 -0.8 0.0160
H 3.0331 0.0647 -0.4382 -0.1 0.2 0.0 0.0890
H 1.9227 0.2942 0.8155 0.1 -0.1 0.0 0.0705
H 1.4090 -0.1597 -2.0269 0.1 0.2 -0.1 0.1130
H -0.3293 -0.8143 1.3103 -0.2 -0.1 0.0 0.1394
H -2.3842 -1.6823 0.5702 0.0 0.0 -0.1 0.0707
H -2.6111 -0.4719 -0.5348 0.2 -0.1 -0.1 0.0723
H -1.1270 1.8016 -0.1975 0.4 0.6 -0.7 0.1209
```
Positions in Å, forces in eV/Å.

DFT (ωB97M-V with the def2-TZVPD basis set) results for C3H7N3O as an isolated structure in a non-equilibrium geometry.

Summary:
strongest force on any atom	3.47	eV/A
HOMO level (spin up / spin down)	-7.452 / -7.449	eV
ΔE to the lowest compared entry with this formula, charge and spin	5.9737	eV
energy	-9737.05957	eV

The geometry in XYZ format:
```
14
Properties=species:S:1:pos:R:3:forces:R:3:lowdin_charge:R:1
C -0.2429 0.9886 -1.3791 -1.1 0.9 1.4 0.0491
N 1.0434 -1.3490 -1.1808 1.7 -0.8 1.0 0.0333
C 0.0077 -0.8161 0.2460 -0.7 -3.3 -0.7 -0.4132
C -0.2929 0.5586 -0.0882 0.9 2.2 -2.0 -0.3422
N -0.0256 -1.1682 1.5842 0.9 0.4 -0.4 0.1622
N -0.2399 1.4542 1.0000 0.0 -0.4 0.0 0.0830
O -0.1219 -1.8901 -0.5588 -1.6 0.4 0.7 -0.1056
H 0.6581 -1.1095 -2.0989 0.3 0.6 0.2 0.0294
H 0.2470 -2.1179 1.7940 -0.4 0.1 -0.1 0.1087
H -0.7442 -0.7222 2.1348 0.4 0.1 0.1 0.1030
H 0.5754 1.3590 1.5918 -0.1 -0.1 0.0 0.0933
H -0.4212 2.4177 0.7661 0.0 -0.1 -0.2 0.0865
H 0.0809 2.0013 -1.5847 -0.6 0.2 0.1 0.0612
H -0.5240 0.3936 -2.2264 0.3 -0.3 -0.1 0.0514
```
Positions in Å, forces in eV/Å.

DFT (ωB97M-V with the def2-TZVPD basis set) results for one molecule with the formula C3H7N3O in a non-equilibrium geometry.

Summary:
strongest force on any atom	3.40	eV/A
HOMO level	-7.868	eV
ΔE to the lowest compared entry with this formula, charge and spin	5.0019	eV
energy	-9738.03137	eV

The geometry in XYZ format:
```
14
Properties=species:S:1:pos:R:3:forces:R:3:lowdin_charge:R:1
C 1.9540 -0.5468 0.0586 -0.6 -1.9 -2.2 0.0187
C -0.4889 -0.2233 -0.2606 0.2 0.2 -0.6 -0.3897
C -0.2228 0.1903 1.0631 -0.7 -0.2 1.5 -0.0956
N -1.6061 0.0815 -1.0235 0.3 -0.2 -0.1 0.1310
N -1.0122 1.1147 1.5770 -0.1 -0.1 -0.6 0.0688
N 0.5826 -0.7265 -0.8815 1.1 2.5 2.1 -0.2056
O 0.6487 -0.7980 -2.1347 0.3 -0.6 0.3 -0.0784
H -2.4984 -0.1189 -0.5967 0.1 -0.1 -0.1 0.0911
H -1.5028 -0.2695 -1.9713 -0.1 0.1 0.1 0.0838
H -0.9370 1.3531 2.5531 0.2 0.1 -0.1 0.0895
H -1.6881 1.6501 1.0327 -0.1 -0.1 0.1 0.0976
H 2.3491 0.4626 0.1333 -0.6 0.1 -0.1 0.0730
H 1.7955 -1.0357 1.0145 -0.1 0.3 -0.2 0.0511
H 2.6266 -1.1334 -0.5640 0.2 0.0 0.0 0.0646
```
Positions in Å, forces in eV/Å.

Q: Among the records above, which one has the lowest strongest force on any atom?
A: number 6

Repeat the ninth record exactly.
DFT (ωB97M-V with the def2-TZVPD basis set) results for C3H7N3O as an isolated structure in a non-equilibrium geometry.

Summary:
strongest force on any atom	3.47	eV/A
HOMO level (spin up / spin down)	-7.452 / -7.449	eV
ΔE to the lowest compared entry with this formula, charge and spin	5.9737	eV
energy	-9737.05957	eV

The geometry in XYZ format:
```
14
Properties=species:S:1:pos:R:3:forces:R:3:lowdin_charge:R:1
C -0.2429 0.9886 -1.3791 -1.1 0.9 1.4 0.0491
N 1.0434 -1.3490 -1.1808 1.7 -0.8 1.0 0.0333
C 0.0077 -0.8161 0.2460 -0.7 -3.3 -0.7 -0.4132
C -0.2929 0.5586 -0.0882 0.9 2.2 -2.0 -0.3422
N -0.0256 -1.1682 1.5842 0.9 0.4 -0.4 0.1622
N -0.2399 1.4542 1.0000 0.0 -0.4 0.0 0.0830
O -0.1219 -1.8901 -0.5588 -1.6 0.4 0.7 -0.1056
H 0.6581 -1.1095 -2.0989 0.3 0.6 0.2 0.0294
H 0.2470 -2.1179 1.7940 -0.4 0.1 -0.1 0.1087
H -0.7442 -0.7222 2.1348 0.4 0.1 0.1 0.1030
H 0.5754 1.3590 1.5918 -0.1 -0.1 0.0 0.0933
H -0.4212 2.4177 0.7661 0.0 -0.1 -0.2 0.0865
H 0.0809 2.0013 -1.5847 -0.6 0.2 0.1 0.0612
H -0.5240 0.3936 -2.2264 0.3 -0.3 -0.1 0.0514
```
Positions in Å, forces in eV/Å.

Q: Which value of energy does entry 7 give?
A: -9742.20965 eV

Q: strongest force on any atom of number 7 (C3H7N3O)?
A: 0.40 eV/A